P) Formula: C5H14N2S
Source: the OMol25 dataset
Level of theory: ωB97M-V/def2-TZVPD

Summary:
- E_HOMO: -8.63 eV
- Gap between HOMO and LUMO: 8.5 eV

Atoms and positions in Å:
N -2.878 -0.357 0.553
C -1.584 0.253 1.015
C -1.555 0.999 -0.275
S -1.195 -0.365 -2.176
C -0.365 -0.646 1.034
N 0.914 0.192 0.570
C 1.845 -0.658 -0.180
C 2.916 0.266 -0.697
H -3.455 -1.089 1.105
H -0.971 0.993 -2.088
H -2.945 -0.613 -0.441
H -1.573 0.928 1.879
H -0.617 1.603 -0.448
H -2.495 1.382 -0.518
H -0.009 -1.167 1.935
H -0.406 -1.410 0.264
H 1.325 0.721 1.388
H 2.230 -1.483 0.498
H 1.251 -1.113 -0.989
H 2.476 1.021 -1.369
H 3.723 -0.274 -1.200
H 3.368 0.818 0.139

Q) Formula: C5H14N2S
Source: the OMol25 dataset
Level of theory: ωB97M-V/def2-TZVPD

Summary:
- E_HOMO: -6.19 eV
- Gap between HOMO and LUMO: 5.3 eV

Atoms and positions in Å:
C -0.282 -0.983 -2.301
C -1.242 -1.121 -1.125
C -0.350 -2.794 0.350
N -0.594 -1.525 0.136
H 0.337 -0.090 -2.125
H 0.412 -1.845 -2.371
H -0.802 -0.895 -3.261
H -1.771 -0.162 -0.990
H -2.054 -1.838 -1.208
H 0.326 -3.089 1.155
H -0.751 -3.558 -0.353
H -0.243 -0.731 0.895
C 1.176 0.898 1.714
C 1.391 1.143 0.198
S -0.040 2.077 -0.499
N -0.123 0.259 1.949
H 1.195 1.880 2.204
H 2.042 0.292 1.989
H 1.498 0.178 -0.312
H 2.392 1.638 0.115
H -0.790 0.987 1.658
H -0.299 0.006 2.979

R) Formula: C5H14N2S
Source: the OMol25 dataset
Level of theory: ωB97M-V/def2-TZVPD

Summary:
- E_HOMO: -8.55 eV
- Gap between HOMO and LUMO: 5.0 eV

Atoms and positions in Å:
C 0.215 0.204 0.756
N -0.971 -0.103 -0.005
C -1.911 -1.195 0.312
C -2.962 -1.170 -0.764
S -4.876 0.962 0.345
C 1.379 0.812 -0.146
N 2.751 0.086 0.574
C 3.869 0.620 -0.229
H 0.715 -0.716 1.113
H -0.002 0.830 1.595
H -1.709 0.653 -0.077
H -1.338 -2.158 0.479
H -2.404 -1.009 1.280
H -2.595 -1.430 -1.775
H -3.513 -0.217 -0.766
H -3.757 -1.872 -0.448
H 1.002 1.855 -0.463
H 1.472 0.376 -1.150
H 2.110 1.108 0.783
H 4.344 -0.154 -0.838
H 4.696 1.114 0.295
H 3.483 1.403 -0.872

In terms of stability, Q) leads; the second structure lies 147.9 kJ/mol higher.

P) Formula: C3H3ClO2
Source: the OMol25 dataset
Level of theory: ωB97M-V/def2-TZVPD

Summary:
- E_HOMO: -9.28 eV
- Structure (SMILES): C[C@]12O[C@@]1(Cl)O2
- Gap between HOMO and LUMO: 9.9 eV

Atoms and positions in Å:
C 0.076 0.066 -0.010
C 1.032 1.121 -0.370
O 1.029 2.539 0.068
C 1.379 2.162 -1.224
Cl 1.359 2.921 -2.689
O 2.394 1.086 -0.717
H 0.590 -0.891 -0.036
H -0.757 0.055 -0.710
H -0.295 0.244 0.998

Q) Formula: C3H3ClO2
Source: the OMol25 dataset
Level of theory: ωB97M-V/def2-TZVPD

Summary:
- E_HOMO: -10.09 eV
- Structure (SMILES): CC(=O)C(=O)Cl
- Gap between HOMO and LUMO: 9.6 eV

Atoms and positions in Å:
C -0.477 0.102 1.035
C -0.339 0.566 -0.378
O -1.158 1.078 -1.070
C 1.057 -0.189 -0.889
O 2.174 -0.490 -0.520
Cl 0.399 -0.947 -2.260
H -1.180 0.794 1.646
H 0.452 0.065 1.479
H -0.929 -0.980 0.957

In terms of stability, Q) leads; the second structure lies 264.7 kJ/mol higher.

P) Formula: C5H18NO2
Source: the OMol25 dataset
Level of theory: ωB97M-V/def2-TZVPD

Summary:
- E_HOMO: -14.54 eV
- Total charge: +1
- Gap between HOMO and LUMO: 11.3 eV

Atoms and positions in Å:
C 0.904 1.831 1.287
C 0.273 0.840 0.136
C -1.166 0.408 0.461
C -1.905 -0.212 -0.681
C -3.347 -0.375 -0.169
N 1.366 -0.229 -0.191
H 1.921 1.534 1.546
H 0.759 2.825 1.009
H 0.272 1.722 2.103
H 0.053 1.339 -0.834
H -1.885 1.300 0.815
H -1.043 -0.315 1.365
H -1.617 -1.245 -0.755
H -1.922 0.147 -1.705
H -3.959 -0.993 -0.716
H -3.730 0.585 -0.028
H -3.359 -0.724 0.846
H 2.467 0.060 0.114
H 1.210 -1.134 0.219
H 1.507 -0.464 -1.222
H 4.646 1.943 -1.846
H 4.594 0.590 -1.290
O 4.012 1.209 -1.617
H -0.159 -3.716 1.116
H 0.120 -3.823 -0.345
O -0.012 -3.102 0.381

Q) Formula: C5H18NO2
Source: the OMol25 dataset
Level of theory: ωB97M-V/def2-TZVPD

Summary:
- E_HOMO: -14.66 eV
- Total charge: +1
- Gap between HOMO and LUMO: 11.7 eV

Atoms and positions in Å:
C 0.512 0.359 0.572
C -0.279 1.627 0.409
C -1.560 1.636 1.252
C -2.163 3.055 1.326
C -2.566 0.665 0.655
N 1.097 -0.113 -0.748
H -0.103 -0.478 0.862
H 1.350 0.425 1.244
H -0.548 1.885 -0.614
H 0.382 2.444 0.732
H -1.353 1.363 2.266
H -3.219 3.018 1.081
H -1.750 3.778 0.617
H -2.130 3.454 2.338
H -2.116 -0.266 0.280
H -3.274 0.273 1.383
H -3.084 1.005 -0.239
H 1.588 -1.065 -0.749
H 0.377 -0.098 -1.459
H 1.737 0.594 -1.131
H 3.842 -5.540 -1.681
H 3.923 -4.368 -2.669
O 3.339 -4.796 -2.028
H 1.298 -3.223 -1.458
H 2.769 -3.059 -1.125
O 1.931 -2.577 -1.115

R) Formula: C5H18NO2
Source: the OMol25 dataset
Level of theory: ωB97M-V/def2-TZVPD

Summary:
- E_HOMO: -14.19 eV
- Total charge: +1
- Gap between HOMO and LUMO: 11.1 eV

Atoms and positions in Å:
C 0.740 0.428 -0.557
C -0.005 -0.757 -0.013
C 1.069 -1.764 0.508
C -1.014 -1.380 -1.017
C -2.193 -2.192 -0.351
N 1.316 1.507 0.320
H 1.550 -0.101 -1.113
H -0.084 1.170 -1.234
H -0.556 -0.391 0.951
H 0.510 -2.360 1.352
H 1.730 -1.247 1.100
H 1.594 -2.370 -0.139
H -0.477 -1.887 -1.695
H -1.636 -0.706 -1.675
H -3.024 -1.601 0.063
H -1.898 -2.829 0.558
H -2.649 -2.754 -1.169
H 1.574 2.362 -0.183
H 2.216 1.012 0.632
H 0.717 1.828 1.066
H 0.421 3.781 -1.580
H 1.546 3.065 -2.564
O 0.928 2.930 -1.828
H -0.721 2.049 3.296
H -1.251 0.844 2.575
O -0.404 1.363 2.695

In terms of stability, Q) leads; the second structure lies 195.0 kJ/mol higher.

P) Formula: C2H2ClP
Source: the OMol25 dataset
Level of theory: ωB97M-V/def2-TZVPD

Summary:
- E_HOMO: -9.45 eV
- Structure (SMILES): Cl[C@@H]1C=P1
- Gap between HOMO and LUMO: 9.0 eV

Atoms and positions in Å:
Cl -0.872 0.034 -1.835
C -0.557 0.175 -0.044
C 0.825 0.032 0.419
P 0.053 -1.397 0.818
H -1.208 0.792 0.633
H 1.760 0.364 0.009

Q) Formula: C2H2ClP
Source: the OMol25 dataset
Level of theory: ωB97M-V/def2-TZVPD

Summary:
- E_HOMO: -9.04 eV
- Structure (SMILES): ClC1=PC1
- Gap between HOMO and LUMO: 8.8 eV

Atoms and positions in Å:
Cl -1.261 1.981 0.383
C -0.490 0.351 0.480
P -0.750 -1.226 0.845
C 0.489 -0.378 -0.280
H 0.508 -0.291 -1.427
H 1.504 -0.437 -0.001

R) Formula: C2H2ClP
Source: the OMol25 dataset
Level of theory: ωB97M-V/def2-TZVPD

Summary:
- E_HOMO: -7.55 eV
- Gap between HOMO and LUMO: 7.2 eV

Atoms and positions in Å:
C -0.334 0.222 0.010
C 1.015 0.067 -0.026
P -2.128 0.905 -0.017
Cl -1.531 -1.267 0.006
H 1.413 -0.848 0.047
H 1.565 0.921 -0.021

In terms of stability, P) leads; the second structure lies 12.6 kJ/mol higher.

P) Formula: C4H2Cl2
Source: the OMol25 dataset
Level of theory: ωB97M-V/def2-TZVPD

Summary:
- E_HOMO: -9.34 eV
- Gap between HOMO and LUMO: 7.4 eV

Atoms and positions in Å:
C 1.101 -1.912 1.728
C 0.083 -1.207 1.399
C -0.716 -0.554 0.647
C 0.140 0.947 -0.677
Cl -0.861 1.029 -2.154
Cl 1.704 0.176 -0.934
H -1.698 -0.486 0.164
H 0.246 2.006 -0.174

Q) Formula: C4H2Cl2
Source: the OMol25 dataset
Level of theory: ωB97M-V/def2-TZVPD

Summary:
- E_HOMO (spin up / spin down): -7.96 / -9.16 eV
- Gap between HOMO and LUMO (spin up / spin down): 6.8 / 8.6 eV

Atoms and positions in Å:
C 1.801 0.061 0.056
C 1.041 0.735 -0.925
C 0.592 1.287 -1.909
C -0.933 -0.646 1.386
Cl -1.620 -1.850 2.468
Cl 0.733 -0.805 1.046
H 0.059 1.514 -2.804
H -1.673 -0.294 0.681

R) Formula: C4H2Cl2
Source: the OMol25 dataset
Level of theory: ωB97M-V/def2-TZVPD

Summary:
- E_HOMO (spin up / spin down): -9.64 / -9.45 eV
- Gap between HOMO and LUMO (spin up / spin down): 8.3 / 6.4 eV

Atoms and positions in Å:
C -1.502 -2.035 2.207
C -0.734 -1.124 2.035
C 0.373 1.251 -1.181
C 1.285 0.564 -0.585
Cl 0.656 2.531 -2.343
Cl 2.906 0.327 -0.733
H -2.205 -2.648 1.670
H -0.780 1.134 -1.071

In terms of stability, P) leads; the second structure lies 134.0 kJ/mol higher.

P) Formula: C5H10OP2
Source: the OMol25 dataset
Level of theory: ωB97M-V/def2-TZVPD

Summary:
- E_HOMO: -9.44 eV
- Structure (SMILES): C=C1CCC[P@@]1(=O)P
- Gap between HOMO and LUMO: 10.2 eV

Atoms and positions in Å:
C 0.300 2.114 0.602
C 0.422 0.916 0.072
C 1.592 0.014 -0.010
C 0.993 -1.385 -0.199
C -0.111 -1.154 -1.170
P -1.178 0.192 -0.472
O -2.074 0.991 -1.320
P -2.260 -0.748 1.106
H -0.573 2.678 0.762
H 1.220 2.788 0.898
H 2.210 0.149 -0.783
H 2.113 0.018 0.863
H 1.848 -1.985 -0.460
H 0.699 -1.708 0.711
H 0.196 -0.773 -2.183
H -0.774 -2.013 -1.624
H -3.129 0.256 0.996
H -1.494 -0.351 2.211

Q) Formula: C5H10OP2
Source: the OMol25 dataset
Level of theory: ωB97M-V/def2-TZVPD

Summary:
- E_HOMO: -8.07 eV
- Gap between HOMO and LUMO: 7.7 eV

Atoms and positions in Å:
C -0.669 -0.407 1.159
C 0.451 0.336 1.090
C 1.855 0.002 1.420
C -2.227 -1.119 -0.891
C 1.038 0.878 -1.345
O -1.248 1.931 -0.137
P -2.243 0.062 0.554
P 0.286 1.857 0.114
H -0.684 -1.478 1.637
H 2.568 0.778 1.154
H 1.937 -1.008 0.978
H 1.974 -0.015 2.486
H -1.612 -1.914 -0.646
H -1.922 -0.710 -1.786
H -3.187 -1.462 -1.118
H 1.815 1.496 -1.762
H 0.330 0.712 -2.095
H 1.539 0.062 -0.814

In terms of stability, P) leads; the second structure lies 54.0 kJ/mol higher.

P) Formula: C27H39HfI2N6O3S2Se2
Source: the OMol25 dataset
Level of theory: ωB97M-V/def2-TZVPD

Summary:
- E_HOMO: -10.32 eV
- Total charge: +1
- Gap between HOMO and LUMO: 7.0 eV

Atoms and positions in Å:
Hf -0.636 1.352 -1.980
C -4.524 2.207 2.857
C -3.006 2.221 2.768
N -2.471 1.033 2.118
C -2.219 0.876 0.819
S -2.259 2.267 -0.254
N -1.957 -0.350 0.415
N -1.481 -0.443 -0.866
C -1.580 -1.587 -1.465
C -2.339 -2.745 -0.921
C -0.801 -1.717 -2.697
C -0.840 -2.858 -3.471
C 0.002 -2.957 -4.570
C 0.873 -1.922 -4.830
C 0.843 -0.800 -4.016
N 0.006 -0.676 -2.983
H -4.879 3.080 3.406
H -4.875 1.314 3.376
H -4.968 2.224 1.861
H -2.559 2.274 3.761
H -2.666 3.095 2.215
H -2.400 0.179 2.666
H -2.708 -2.526 0.075
H -1.710 -3.635 -0.892
H -3.190 -2.958 -1.574
H -1.519 -3.660 -3.222
H -0.015 -3.840 -5.196
H 1.577 -1.963 -5.649
H 1.517 0.030 -4.175
I 1.312 2.190 0.771
C 0.554 4.067 1.425
I 0.398 5.568 -0.057
H 1.230 4.430 2.189
H -0.435 3.897 1.832
O 0.174 3.051 -7.304
C -0.398 3.884 -6.314
C -0.404 3.099 -4.986
C -1.064 4.041 -3.994
O -1.068 3.501 -2.660
C -1.217 1.808 -5.249
Se -2.426 1.104 -3.842
C 1.073 2.833 -4.652
Se 1.649 2.255 -2.843
H 0.181 3.514 -8.147
H -1.429 4.155 -6.574
H 0.181 4.806 -6.192
H -2.096 4.235 -4.293
H -0.511 4.983 -3.968
H -1.687 3.996 -2.101
H -0.546 1.014 -5.568
H -1.900 1.983 -6.077
H 1.637 3.752 -4.807
H 1.458 2.104 -5.361
C 3.633 -1.125 5.919
C 3.591 -1.563 4.461
C 2.695 -0.650 3.643
N 2.644 -1.035 2.232
C 1.594 -1.109 1.414
S 1.814 -0.931 -0.256
N 0.337 -1.263 1.924
C -0.138 -1.858 3.101
O -1.190 -1.467 3.563
C 0.598 -3.023 3.654
C 0.500 -3.278 5.019
C 1.143 -4.378 5.561
C 1.857 -5.239 4.736
C 1.933 -5.000 3.371
C 1.311 -3.887 2.828
H 4.292 -1.767 6.502
H 2.639 -1.172 6.369
H 3.997 -0.099 6.017
H 3.229 -2.590 4.380
H 4.598 -1.547 4.033
H 3.066 0.379 3.693
H 1.689 -0.631 4.051
H 3.516 -0.961 1.727
H -0.429 -0.922 1.338
H -0.081 -2.607 5.639
H 1.081 -4.573 6.624
H 2.351 -6.104 5.160
H 2.478 -5.682 2.731
H 1.368 -3.701 1.761

Q) Formula: C27H39HfI2N6O3S2Se2
Source: the OMol25 dataset
Level of theory: ωB97M-V/def2-TZVPD

Summary:
- E_HOMO: -10.43 eV
- Total charge: +1
- Gap between HOMO and LUMO: 6.8 eV

Atoms and positions in Å:
Hf -0.089 -1.078 1.794
C 1.750 -4.531 6.531
C 0.516 -4.579 5.642
N 0.841 -4.533 4.222
C 1.120 -3.435 3.511
S 0.697 -1.836 4.166
N 1.742 -3.587 2.368
N 1.813 -2.397 1.703
C 2.845 -2.097 1.010
C 3.997 -3.006 0.768
C 2.863 -0.678 0.599
C 3.954 -0.099 -0.021
C 3.958 1.272 -0.248
C 2.848 2.013 0.116
C 1.780 1.360 0.705
N 1.794 0.055 0.977
H 1.464 -4.609 7.580
H 2.286 -3.592 6.390
H 2.428 -5.354 6.301
H -0.145 -3.743 5.865
H -0.050 -5.495 5.810
H 1.155 -5.390 3.788
H 3.744 -4.010 1.093
H 4.876 -2.666 1.319
H 4.251 -3.020 -0.293
H 4.800 -0.708 -0.305
H 4.806 1.743 -0.721
H 2.799 3.080 -0.047
H 0.884 1.899 0.977
I 0.465 1.690 4.211
C -0.851 3.304 3.777
I -0.248 4.539 2.166
H -0.895 3.918 4.667
H -1.811 2.868 3.528
O -1.957 -1.779 3.081
C -3.353 -1.542 2.822
C -3.613 -1.639 1.325
C -5.144 -1.802 1.180
O -5.567 -1.871 -0.164
C -3.197 -0.369 0.552
Se -1.849 0.829 1.372
C -2.993 -2.921 0.761
Se -1.055 -3.019 0.425
H -1.751 -1.808 4.025
H -3.630 -0.556 3.202
H -3.922 -2.313 3.348
H -5.648 -0.988 1.716
H -5.449 -2.744 1.640
H -5.606 -0.987 -0.540
H -4.056 0.296 0.456
H -2.840 -0.619 -0.446
H -3.439 -3.123 -0.211
H -3.223 -3.757 1.422
C -1.643 3.969 -2.360
C -2.137 2.557 -2.066
C -1.840 1.575 -3.193
N -0.407 1.455 -3.447
C 0.391 0.583 -2.852
S -0.141 -0.604 -1.782
N 1.748 0.620 -3.150
C 2.569 1.501 -3.850
O 3.763 1.455 -3.654
C 1.971 2.439 -4.844
C 2.169 3.807 -4.693
C 1.650 4.683 -5.633
C 0.958 4.193 -6.732
C 0.781 2.825 -6.895
C 1.280 1.944 -5.948
H -1.902 4.647 -1.548
H -2.086 4.363 -3.278
H -0.556 3.995 -2.473
H -3.218 2.567 -1.907
H -1.682 2.180 -1.147
H -2.296 1.910 -4.127
H -2.222 0.584 -2.960
H -0.004 2.110 -4.100
H 2.271 -0.065 -2.621
H 2.733 4.175 -3.846
H 1.794 5.748 -5.514
H 0.562 4.878 -7.469
H 0.258 2.443 -7.762
H 1.141 0.876 -6.064

In terms of stability, P) leads; the second structure lies 27.2 kJ/mol higher.

P) Formula: C4H7N3
Source: the OMol25 dataset
Level of theory: ωB97M-V/def2-TZVPD

Summary:
- E_HOMO (spin up / spin down): -21.07 / -21.30 eV
- Total charge: +2
- Gap between HOMO and LUMO (spin up / spin down): 5.6 / 6.2 eV

Atoms and positions in Å:
C -2.317 0.934 0.167
C -0.529 -0.330 -0.032
C 2.057 -0.016 -0.172
C 0.862 -0.891 0.122
N -2.705 -0.315 -0.169
N -1.667 -1.011 -0.236
N -1.010 0.962 0.226
H -3.010 1.712 0.493
H 2.891 0.042 0.557
H 1.646 0.831 -0.723
H 2.540 -0.484 -1.068
H 0.701 -1.404 1.092
H 1.002 -1.810 -0.635
H -0.461 1.780 0.378

Q) Formula: C4H7N3
Source: the OMol25 dataset
Level of theory: ωB97M-V/def2-TZVPD

Summary:
- E_HOMO: -19.93 eV
- Structure (SMILES): [H]/N=C(\C)C(=[NH2+])[N+]#C
- Total charge: +2
- Gap between HOMO and LUMO: 7.6 eV

Atoms and positions in Å:
H 1.575 -0.800 -2.198
N 1.371 -0.884 -1.137
C 0.405 -0.198 -0.712
C -0.573 0.517 -1.497
C 0.169 -0.394 0.733
N 0.813 -1.344 1.327
N -0.477 0.601 1.406
C -1.029 1.555 1.822
H -1.064 1.488 -1.189
H -1.527 0.025 -1.324
H -0.230 0.501 -2.520
H 1.390 -1.894 0.722
H 0.636 -1.654 2.345
H -1.458 2.482 2.221

In terms of stability, Q) leads; the second structure lies 343.2 kJ/mol higher.